16
Properties=species:S:1:pos:R:3 method="wB97M-V/def2-TZVPD" smiles="C1=C[C@H]2C=C[C@@H](C1)O2" e_tot_ev=-9433.2318 homo_lumo_gap_ha=0.3698 homo_energy_ev=-9.03 total_charge=0 lumo_ev=1.030
C -1.26149 -0.09673 1.16177
C -0.89470 -1.20955 0.52005
C 0.45342 -1.17544 -0.15716
C 0.19434 -0.58609 -1.51628
C 0.41468 0.71523 -1.48079
C 0.64824 1.06244 -0.01103
C -0.65236 1.26001 0.83207
O 1.17454 -0.14522 0.56423
H -2.26107 -0.11313 1.63419
H -1.24873 -2.18999 0.51569
H 0.96978 -2.20011 -0.16377
H 0.26111 -1.22821 -2.52650
H 0.25367 1.55050 -2.14148
H 1.27394 1.85879 0.17577
H -0.57839 1.86494 1.74132
H -1.47939 1.79973 0.15919